<i>
{"formula": "C4H2F2O", "method": "ωB97M-V/def2-TZVPD", "smiles": "OC(F)=C=C=CF", "homo_lumo_gap_ev": 9.009, "charge": 0, "species": ["C", "C", "C", "C", "O", "F", "F", "H", "H"], "xyz": [[-0.2654, -0.4172, -0.9268], [0.9812, -0.0909, -0.9086], [1.8305, 0.4798, -0.0990], [-1.2295, -0.4029, -0.0644], [-2.2038, 0.5791, 0.0382], [2.6841, -0.3268, 0.6264], [-1.5065, -1.5530, 0.5313], [2.3602, 1.4863, -0.0508], [-2.6509, 0.2457, 0.8538]]}

---

<ii>
{"formula": "C4H2F2O", "method": "ωB97M-V/def2-TZVPD", "smiles": "C#CC(=O)C(F)F", "homo_lumo_gap_ev": 11.012, "charge": 0, "species": ["C", "C", "C", "C", "O", "F", "F", "H", "H"], "xyz": [[1.2323, 1.8350, 0.6040], [0.2393, 1.1892, 0.6873], [-0.8643, -0.1413, 0.4426], [-0.3163, -1.0691, -0.6709], [-1.8256, -0.3151, 1.0687], [0.1181, -2.2298, -0.0800], [0.5702, -0.4451, -1.4667], [1.9626, 2.4780, 0.7098], [-1.1163, -1.3019, -1.2948]]}

---

Stability comparison, relative energies in kJ/mol: <i> 105.1; <ii> 0.0

---

<i>
{"formula": "C10H17P", "method": "ωB97M-V/def2-TZVPD", "smiles": "C=C(C)/P=C(/C)CC.C#CC", "homo_lumo_gap_ev": 8.563, "charge": 0, "species": ["C", "C", "C", "C", "C", "C", "C", "C", "C", "C", "P", "H", "H", "H", "H", "H", "H", "H", "H", "H", "H", "H", "H", "H", "H", "H", "H", "H"], "xyz": [[-1.8424, -0.3203, 2.2773], [-1.6829, 0.7344, 1.7556], [-0.7889, -1.4893, -1.1438], [-1.9157, -1.7782, 2.5338], [0.4260, -1.8833, -1.9188], [-1.7347, -2.3461, -0.7298], [2.4419, 1.3455, -0.4231], [-0.3096, 2.7404, -1.2841], [0.9825, 1.0127, 0.0364], [-0.0934, 1.2985, -1.0060], [-1.3329, 0.2480, -1.4999], [-1.0582, -2.2510, 2.9956], [-2.0071, -2.2062, 1.6063], [-2.8765, -2.0270, 3.0980], [0.5787, -1.2497, -2.9015], [0.3092, -2.9735, -2.0296], [1.3667, -1.6558, -1.3375], [-1.7798, -3.4613, -0.7337], [-1.4936, 1.6880, 1.4414], [-2.7226, -1.9919, -0.2456], [2.2667, 2.2877, -0.9648], [2.8266, 0.5978, -1.1438], [3.2665, 1.4372, 0.2831], [-0.4295, 2.9933, -2.3510], [0.4638, 3.2117, -0.8164], [-1.3004, 3.1322, -0.8495], [0.9998, -0.1048, 0.3436], [0.5223, 1.6379, 0.8372]]}

---

<ii>
{"formula": "C10H17P", "method": "ωB97M-V/def2-TZVPD", "smiles": "CP(C)/C1=C\\C=C/CCCC1", "homo_lumo_gap_ev": 8.882, "charge": 0, "species": ["C", "C", "C", "C", "C", "C", "C", "C", "C", "C", "P", "H", "H", "H", "H", "H", "H", "H", "H", "H", "H", "H", "H", "H", "H", "H", "H", "H"], "xyz": [[-0.3527, -0.6483, 1.5591], [-0.5889, -1.9352, 0.8472], [0.2096, 0.3658, 0.8626], [-0.2541, 1.7758, 0.9483], [-1.2261, 1.8465, -0.4109], [-2.1940, 0.6570, -0.3688], [-1.8097, -0.6704, -1.1303], [-1.1907, -1.8276, -0.3751], [2.1511, -1.5149, -0.3097], [2.7746, 1.0540, -0.1826], [1.2314, 0.0737, -0.6529], [-0.7862, -0.5331, 2.5078], [-0.4244, -2.8197, 1.3341], [-1.0554, 1.8085, 1.7267], [0.4745, 2.5632, 1.0856], [-1.8945, 2.7826, -0.2962], [-0.6798, 2.0058, -1.3170], [-2.5201, 0.4869, 0.6583], [-3.0699, 0.8160, -0.8929], [-2.8069, -1.0828, -1.4856], [-1.2102, -0.5818, -2.0347], [-1.2033, -2.7518, -0.9452], [1.5044, -2.1369, -0.8786], [3.1267, -1.4789, -0.7904], [2.5455, -1.7557, 0.7536], [3.0178, 0.6040, 0.8553], [3.5375, 0.7049, -0.9040], [2.6937, 2.1926, -0.1637]]}

---

Stability comparison, relative energies in kJ/mol: <i> 186.6; <ii> 0.0

---

<i>
{"formula": "CH12O5", "method": "ωB97M-V/def2-TZVPD", "smiles": "CO.O.O.O.O", "homo_lumo_gap_ev": 10.403, "charge": 0, "species": ["C", "O", "H", "H", "H", "H", "H", "H", "O", "H", "H", "O", "H", "H", "O", "H", "H", "O"], "xyz": [[0.8977, -1.2930, -1.4224], [-0.0426, -2.4161, -1.7496], [1.8430, -1.6051, -1.9444], [0.2730, -0.3914, -1.6610], [1.1980, -1.4639, -0.4641], [0.0684, -3.2861, -1.2215], [-0.5623, -0.4854, 3.1059], [-0.8662, -1.3807, 1.7220], [-1.0241, -1.3250, 2.7352], [-0.5418, 1.4782, -1.6120], [0.0229, 1.4164, -2.9016], [-0.7393, 1.5188, -2.4967], [1.6284, 2.3063, 2.1611], [2.3650, 2.1121, 0.8690], [1.4622, 2.3584, 1.2764], [-2.7398, 0.8270, 1.5571], [-1.3880, 1.1319, 0.8095], [-1.8546, 0.4974, 1.2370]]}

---

<ii>
{"formula": "CH12O5", "method": "ωB97M-V/def2-TZVPD", "smiles": "CO.O.O.O.O", "homo_lumo_gap_ev": 10.190, "charge": 0, "species": ["C", "O", "H", "H", "H", "H", "H", "H", "O", "H", "H", "O", "H", "H", "O", "H", "H", "O"], "xyz": [[0.0495, -0.6988, -2.9301], [0.6365, -0.8700, -1.6725], [0.8096, -0.2034, -3.5401], [-0.3021, -1.5796, -3.4724], [-0.8105, -0.0117, -2.9447], [0.1929, -1.5701, -1.1687], [0.8490, 1.9342, 1.1199], [-0.3568, 2.3224, 0.3484], [-0.0796, 2.1765, 1.2646], [-0.6184, -2.6764, 0.3328], [-1.8493, -1.7184, 0.3242], [-1.3017, -2.2971, -0.2253], [2.4909, 1.6566, 2.8457], [3.5759, 1.1511, 1.9749], [2.8454, 1.7821, 1.9564], [-1.2845, 0.1795, 1.9972], [-2.6830, 0.6033, 1.9887], [-2.1638, -0.1803, 1.8011]]}

---

Stability comparison, relative energies in kJ/mol: <i> 235.3; <ii> 0.0

---

<i>
{"formula": "C3H4O2S", "method": "ωB97M-V/def2-TZVPD", "smiles": "S=C1COCO1", "homo_lumo_gap_ev": 9.396, "charge": 0, "species": ["C", "C", "C", "H", "H", "H", "H", "O", "O", "S"], "xyz": [[-0.3947, 0.1933, 0.0527], [0.1387, -0.6391, -1.1225], [1.7480, -0.4531, 0.5658], [0.1048, -0.0731, -2.0256], [-0.5029, -1.5654, -1.1955], [2.5672, 0.2701, 0.4849], [1.9153, -1.3160, 1.2429], [1.4727, -1.0256, -0.7655], [0.6141, 0.2626, 0.9645], [-1.8582, 0.8863, 0.1828]]}

---

<ii>
{"formula": "C3H4O2S", "method": "ωB97M-V/def2-TZVPD", "homo_lumo_gap_ev": 8.268, "charge": 0, "species": ["C", "C", "C", "O", "O", "S", "H", "H", "H", "H"], "xyz": [[1.0791, 0.5388, -0.0675], [-0.4662, -1.5308, -0.1455], [-0.0879, -0.1441, -0.0452], [-1.5721, -1.9747, -0.1746], [1.1671, 1.8214, -0.1274], [-2.0935, 1.2129, -0.2687], [2.0728, 0.1195, 0.1667], [0.3725, -2.1451, 0.1212], [1.9212, 2.0969, 0.4687], [-2.3930, 0.0051, 0.0723]]}

---

Stability comparison, relative energies in kJ/mol: <i> 0.0; <ii> 251.8

---

<i>
{"formula": "C3H4O2S", "method": "ωB97M-V/def2-TZVPD", "homo_lumo_gap_ev": 8.908, "charge": 0, "species": ["C", "C", "C", "O", "O", "S", "H", "H", "H", "H"], "xyz": [[-1.6863, 1.1442, -0.3734], [-1.8521, -0.1340, -0.4606], [1.5575, -1.1343, 0.5528], [2.1294, 1.1825, -0.3439], [-2.1560, -1.2452, -0.4668], [2.5755, -0.2072, -0.2675], [-2.2671, 2.0544, -0.8256], [-0.9403, 1.3903, 0.3243], [1.7823, -2.2233, 0.5609], [0.8571, -0.8274, 1.2998]]}

---

<ii>
{"formula": "C3H4O2S", "method": "ωB97M-V/def2-TZVPD", "smiles": "O=C[C@@H](O)C=S", "homo_lumo_gap_ev": 8.609, "charge": 0, "species": ["C", "C", "C", "H", "H", "H", "H", "O", "O", "S"], "xyz": [[0.1464, -0.5782, 0.6987], [0.0839, 0.7363, 0.0081], [-1.3275, -1.0696, 0.6556], [1.7070, -1.1765, -0.2111], [0.3259, -0.3678, 1.7908], [-0.7749, 1.3168, 0.5029], [-1.1457, -2.3407, 0.8617], [1.0735, -1.5277, 0.3876], [-2.3219, -0.2606, 0.5658], [1.0286, 1.3965, -1.1716]]}

---

<iii>
{"formula": "C3H4O2S", "method": "ωB97M-V/def2-TZVPD", "smiles": "O=C1OCCS1", "homo_lumo_gap_ev": 10.370, "charge": 0, "species": ["C", "C", "C", "H", "H", "H", "H", "O", "O", "S"], "xyz": [[-0.8251, -0.3818, -0.1248], [1.4455, -0.9289, 0.0696], [1.3803, 0.7437, -0.0504], [1.6313, -1.2852, 1.1390], [2.1366, -1.6027, -0.4856], [2.1981, 1.1124, 0.8087], [1.9908, 1.2529, -0.9678], [-1.9725, -0.6280, 0.0736], [0.1951, -1.3790, -0.1074], [-0.3588, 1.2488, 0.0256]]}

---

<iv>
{"formula": "C3H4O2S", "method": "ωB97M-V/def2-TZVPD", "smiles": "CC(=O)C(=O)S", "homo_lumo_gap_ev": 9.392, "charge": 0, "species": ["C", "C", "C", "H", "H", "H", "H", "O", "O", "S"], "xyz": [[-0.9543, -0.7963, -0.9865], [-0.2517, 0.4408, -0.4293], [0.7111, 0.1480, 0.7573], [-0.5493, -1.0940, -1.9303], [-0.8467, -1.6017, -0.3190], [-1.9763, -0.5787, -1.0954], [2.1212, 1.1599, 2.2585], [-0.4294, 1.5568, -0.7914], [0.9991, -0.9347, 1.0862], [1.1762, 1.6998, 1.4498]]}

---

Stability comparison, relative energies in kJ/mol: <i> 246.5; <ii> 220.8; <iii> 120.8; <iv> 0.0

---

<i>
{"formula": "C3H4O2S", "method": "ωB97M-V/def2-TZVPD", "smiles": "O=C(S)[C@@H]1CO1", "homo_lumo_gap_ev": 10.406, "charge": 0, "species": ["C", "C", "C", "H", "H", "H", "H", "O", "O", "S"], "xyz": [[-0.0483, -1.0784, 0.1494], [0.2474, 0.3632, -0.3856], [-0.7878, 1.2095, -0.0426], [2.2169, -1.0870, 0.9849], [1.3131, 0.4099, -0.4147], [-0.8696, 2.4847, -0.2879], [-1.6191, 0.7531, 0.5263], [-1.1602, -1.5125, 0.1286], [-0.5911, 0.5443, -1.3882], [1.2988, -2.0868, 0.7297]]}

---

<ii>
{"formula": "C3H4O2S", "method": "ωB97M-V/def2-TZVPD", "smiles": "CC(=O)C(=O)S", "homo_lumo_gap_ev": 9.363, "charge": 0, "species": ["C", "C", "C", "H", "H", "H", "H", "O", "O", "S"], "xyz": [[-0.1365, -2.0941, 1.0371], [-0.5380, -0.8251, 0.2904], [0.5450, 0.2271, 0.0814], [-0.9076, -2.8718, 0.8953], [0.8127, -2.4359, 0.5892], [0.0859, -1.9469, 2.1094], [1.1026, 2.3460, -0.6360], [-1.6071, -0.6772, -0.2287], [1.6721, 0.0505, 0.5332], [-0.0523, 1.6297, -0.8654]]}

---

<iii>
{"formula": "C3H4O2S", "method": "ωB97M-V/def2-TZVPD", "smiles": "CC(=O)C(O)=S", "homo_lumo_gap_ev": 8.128, "charge": 0, "species": ["C", "C", "C", "H", "H", "H", "H", "O", "O", "S"], "xyz": [[0.3689, 0.6981, -1.2160], [0.4426, -0.1297, 0.0299], [-0.7529, -0.2791, 0.9533], [-0.6590, 0.9304, -1.4269], [0.9910, 1.5278, -1.0219], [0.7555, 0.2041, -2.1144], [0.2645, -1.4378, 1.8369], [1.4111, -0.7661, 0.3657], [-0.5939, -1.0448, 1.9908], [-2.2277, 0.2970, 0.6027]]}

---

Stability comparison, relative energies in kJ/mol: <i> 252.0; <ii> 0.0; <iii> 19.9

---

<i>
{"formula": "FH16O8", "method": "ωB97M-V/def2-TZVPD", "homo_lumo_gap_ev": 8.652, "charge": -1, "species": ["F", "O", "H", "H", "O", "H", "H", "O", "H", "H", "O", "H", "H", "O", "H", "H", "O", "H", "H", "O", "H", "H", "O", "H", "H"], "xyz": [[-0.0092, -0.0282, 0.1101], [-0.7800, -0.2368, -1.9172], [-0.2700, -0.8759, -2.4149], [-0.4238, -0.2840, -1.0300], [0.3722, -2.0476, 0.2861], [-0.0393, -1.2034, 0.1013], [0.9991, -2.1702, -0.4268], [-0.2475, -0.0055, 2.3055], [-0.2013, -0.0324, 1.3498], [-1.1791, 0.1021, 2.4977], [2.1633, -0.3110, 0.0450], [1.2151, -0.3106, 0.1756], [2.2783, -0.5357, -0.8783], [-1.9511, -1.0709, 0.2640], [-1.1169, -0.6035, 0.3060], [-2.5880, -0.4030, 0.0102], [1.0395, 1.4077, -1.6268], [1.7853, 1.0499, -1.1452], [0.3247, 0.7957, -1.4514], [-1.4033, 1.6731, -0.2469], [-2.2332, 1.2012, -0.3157], [-0.7349, 0.9885, -0.2768], [1.2272, 1.2845, 1.4290], [1.0800, 0.6631, 2.1421], [0.6929, 0.9528, 0.7074]]}

---

<ii>
{"formula": "FH16O8", "method": "ωB97M-V/def2-TZVPD", "homo_lumo_gap_ev": 9.812, "charge": -1, "species": ["F", "O", "H", "H", "O", "H", "H", "O", "H", "H", "O", "H", "H", "O", "H", "H", "O", "H", "H", "O", "H", "H", "O", "H", "H"], "xyz": [[0.1174, -0.1752, 0.0625], [0.0453, 0.6598, 2.5158], [-0.0483, 0.3725, 1.5865], [0.9724, 0.9621, 2.5960], [2.7684, 0.2932, 1.0599], [3.6269, 0.0535, 0.7401], [2.2321, 0.2257, 0.2829], [1.9199, -1.4563, -0.8865], [1.5402, -2.0252, -1.6031], [1.1615, -0.9125, -0.6071], [-0.2245, -2.4373, 1.3900], [-0.2553, -1.6324, 0.8034], [-0.5808, -3.0583, 0.7723], [-1.1556, -0.4064, -2.2069], [-0.8394, -0.5847, -1.3310], [-1.7383, -1.1704, -2.3618], [0.9735, 2.2645, -0.3723], [0.7029, 2.1345, -1.2699], [0.7291, 1.3790, -0.0027], [-1.5057, 2.4007, -1.6483], [-2.1264, 2.3834, -0.9052], [-1.3879, 1.4647, -1.7888], [-2.5717, -0.3428, 0.8366], [-1.6400, -0.3439, 0.6019], [-2.7157, -0.0481, 1.7358]]}

---

Stability comparison, relative energies in kJ/mol: <i> 1065.4; <ii> 0.0